Molecular formula: C3H35NO13
Method: DFT, ωB97M-V with the def2-TZVPD basis set

Computed properties:
HOMO energy, hartree: -0.3657
Orbital gap, eV: 10.200
LUMO level, eV: 0.2
Total energy, hartree: -1168.153666
ΔE to the lowest compared entry with this formula, charge and spin, kJ/mol: 61.0

```
! wB97M-V def2-TZVPD RIJCOSX def2/J DEFGRID3
* xyz 0 1
C 2.6236 -0.9951 -0.6094
N 1.3769 -1.7731 -0.4195
C 0.2625 -1.3618 -1.2203
C 1.7777 -3.1641 -0.7900
H 2.7106 0.0119 -0.1939
H 2.8696 -0.7281 -1.7125
H 3.5436 -1.4863 -0.2675
H -0.5185 -2.1787 -1.2338
H -0.2714 -0.4718 -0.8475
H 0.2910 -1.3489 -2.3038
H 0.8682 -3.7167 -0.4256
H 2.6137 -3.3969 -0.1595
H 2.0244 -3.3495 -1.8475
H 0.3308 0.4405 0.8176
H 1.1396 0.8984 2.0894
O 0.2664 0.9128 1.6533
H 0.3925 1.9131 -3.0907
H 1.3175 3.0637 -3.6592
O 1.1406 2.5200 -2.8952
H 1.2883 -1.9845 1.4135
H 1.1738 -0.9567 2.6075
O 1.3914 -1.8882 2.4216
H -1.6690 1.2907 -3.2793
H -1.1725 0.7892 -4.6122
O -0.8420 0.9250 -3.7228
H -1.0035 3.9894 -0.4593
H -1.4818 2.8167 0.4579
O -1.7984 3.5353 -0.1057
H 3.0931 -1.6231 2.3906
H 4.2226 -1.1982 1.5108
O 4.0579 -1.3854 2.4372
H -3.0069 -0.8273 -0.3389
H -4.3640 0.1686 -0.4179
O -3.4762 -0.0092 -0.7126
H 1.2616 3.9706 -0.2414
H 0.9152 3.6482 -1.6693
O 0.6468 4.2409 -0.9251
H -3.4151 -2.2101 1.0959
H -1.9817 -2.6557 0.5847
O -2.8916 -2.4297 0.2571
H 3.2309 0.2214 2.8315
H 3.1837 1.6513 3.2457
O 2.7216 1.0260 2.6410
H -3.8565 0.9053 1.9322
H -2.6657 1.0321 3.0324
O -3.3067 0.4794 2.5827
H -3.3075 1.1942 -1.9752
H -2.4655 2.4503 -1.6404
O -2.7537 1.8970 -2.3815
H -0.0946 -2.7457 1.9614
H -0.8436 -4.1565 1.8972
O -0.6583 -3.3465 1.4253
*
```